Entry 1:
C30H28As2CaN2O4S2Se as an isolated structure, computed with ωB97M-V with the def2-TZVPD basis set.

ORCA input file:
```
! wB97M-V def2-TZVPD RIJCOSX def2/J DEFGRID3
* xyz 0 1
Se 0.678 -0.854 3.546
As 3.238 1.278 1.175
As 1.046 2.436 -1.111
Ca 0.612 -0.365 0.698
S -0.726 -7.346 2.543
S -2.943 3.144 -3.056
O 1.488 -0.147 4.736
O -0.168 0.287 2.634
O -0.304 -2.078 3.921
O 1.736 -1.406 2.353
N -0.630 -2.609 0.538
N -1.599 -0.505 -0.924
C 4.983 3.391 0.109
C 4.941 0.581 1.810
C 0.529 -6.457 4.576
C -3.899 -3.964 -0.538
C 0.210 -5.317 3.794
C 3.735 2.776 0.018
C 4.366 4.985 -1.575
C -4.724 1.645 -4.089
C 2.697 2.299 2.747
C -2.636 -3.870 0.131
C -0.219 -3.549 1.357
C -0.467 -5.646 2.653
C -2.172 -4.873 1.003
C -3.941 3.810 -4.271
C 0.954 2.444 -3.075
C -0.975 -4.710 1.655
C -4.855 2.908 -4.718
C -3.286 0.462 -2.357
C -2.068 0.487 -1.647
C -3.711 1.604 -3.170
C 3.124 4.381 -1.677
C -1.843 -2.730 -0.041
C -3.582 -1.759 -1.477
C 0.091 -7.620 4.021
C -2.335 -1.636 -0.838
C -4.350 -2.957 -1.315
C 5.301 4.483 -0.681
C -4.042 -0.684 -2.246
C 2.800 3.274 -0.895
C -0.089 3.974 -0.692
H 2.526 1.602 3.569
H 3.473 3.025 2.988
H -2.794 -5.742 1.184
H 5.483 1.313 2.408
H 0.132 4.817 -1.347
H 0.748 -3.398 1.820
H -5.342 0.794 -4.334
H -5.006 -0.765 -2.733
H 0.090 4.267 0.342
H -1.451 1.379 -1.684
H 1.888 2.045 -3.468
H 2.402 4.778 -2.382
H 6.276 4.946 -0.599
H -1.139 3.702 -0.796
H -5.586 3.132 -5.479
H 0.405 -4.290 4.079
H 1.058 -6.409 5.516
H 0.208 -8.621 4.401
H -4.488 -4.862 -0.397
H 5.718 3.012 0.809
H 4.689 -0.275 2.434
H 0.811 3.453 -3.462
H 4.604 5.843 -2.190
H -3.814 4.834 -4.582
H 1.760 2.811 2.532
H 0.133 1.817 -3.419
H -5.308 -3.025 -1.816
H 5.563 0.252 0.979
*
```

E_tot ... -9917.489010 a.u.
Energy relative to the best compared isomer or geometry (same formula, charge and spin) ... 5.1 kcal/mol
Gap between HOMO and LUMO ... 7.37 eV
E_LUMO ... -0.82 eV
HOMO energy ... -8.2 eV

Entry 2:
An isolated ion of composition C7H12N3O2 and charge +1 at a distorted geometry, computed with ωB97M-V with the def2-TZVPD basis set.

ORCA input file:
```
! wB97M-V def2-TZVPD RIJCOSX def2/J DEFGRID3
* xyz 1 1
O 5.028 0.447 0.373
O 1.351 1.569 -0.111
N 2.263 -0.250 -0.374
N 2.430 1.015 -0.497
N 3.552 -1.168 -0.508
C -3.207 1.219 -0.575
C 4.808 -0.675 0.020
C -0.953 1.007 0.707
C -2.413 -1.094 0.354
C 1.057 -0.558 0.047
C -2.015 0.283 -0.239
C 0.392 0.666 0.249
H -0.982 2.052 0.645
H -3.457 -1.046 0.359
H 3.414 -2.107 -0.157
H 0.716 -1.540 0.074
H -2.007 -1.937 -0.237
H -3.949 0.530 -0.705
H -1.648 -0.088 -1.259
H -1.270 0.729 1.664
H -3.461 1.820 0.348
H -2.061 -1.104 1.361
H 5.315 -1.640 -0.107
H -2.902 1.869 -1.430
*
```

E_tot ... -588.231487 a.u.
Energy relative to the best compared isomer or geometry (same formula, charge and spin) ... 123.4 kcal/mol
Gap between HOMO and LUMO ... 10.09 eV
Structure (SMILES) ... CC(C)Cc1c[n+](NC=O)no1
E_LUMO ... -4.41 eV
HOMO energy ... -14.5 eV

Entry 3:
C6H9AuNO5 as an isolated structure at a distorted geometry, computed with ωB97M-V with the def2-TZVPD basis set.

ORCA input file:
```
! wB97M-V def2-TZVPD RIJCOSX def2/J DEFGRID3
* xyz 1 3
Au -1.215 0.143 -2.018
O -2.395 -0.043 0.245
O 0.370 3.563 -0.181
O -0.563 -1.871 -1.840
O -0.534 2.115 -1.691
O 1.195 -3.270 -1.482
N 0.640 -0.066 0.108
C 0.118 2.542 -0.734
C 1.121 1.246 0.069
C -0.183 -0.470 1.257
C -1.537 0.239 1.340
C 1.415 -1.075 -0.506
C 0.534 -2.279 -1.428
H 1.230 1.683 1.058
H 1.919 -1.712 0.219
H 2.102 -0.687 -1.254
H 0.361 -0.256 2.183
H -0.345 -1.545 1.190
H 2.010 1.364 -0.545
H -1.402 1.322 1.360
H -2.841 -0.888 0.367
H -2.001 -0.055 2.283
*
```

E_tot ... -800.259943 a.u.
Gap between HOMO and LUMO (spin up / spin down) ... 9.76 / 5.90 eV
E_LUMO (spin up / spin down) ... -3.96 / -8.08 eV
HOMO energy (spin up / spin down) ... -13.7 / -14.0 eV

Entry 4:
One molecule with the formula CH2N2O3S at a distorted geometry, computed with ωB97M-V with the def2-TZVPD basis set.

ORCA input file:
```
! wB97M-V def2-TZVPD RIJCOSX def2/J DEFGRID3
* xyz 0 1
S -1.382 -1.144 -0.085
O -1.327 -1.220 -1.522
O -1.278 -2.310 0.784
O -3.816 1.702 0.103
N -0.214 0.032 0.396
N -2.842 -0.396 0.275
C -3.230 0.755 0.177
H 0.030 -0.306 1.346
H 0.447 0.223 -0.408
*
```

E_tot ... -772.702337 a.u.
Energy relative to the best compared isomer or geometry (same formula, charge and spin) ... 2.8 kcal/mol
Gap between HOMO and LUMO ... 11.58 eV
Structure (SMILES) ... NS(=O)(=O)N=C=O
E_LUMO ... 0.37 eV
HOMO energy ... -11.2 eV

Entry 5:
One molecule with the formula C4H10N2O2 at a distorted geometry, computed with ωB97M-V with the def2-TZVPD basis set.

ORCA input file:
```
! wB97M-V def2-TZVPD RIJCOSX def2/J DEFGRID3
* xyz 0 1
O -1.510 -2.279 1.438
O -0.380 1.672 1.612
N -0.434 -0.729 -1.101
N 0.931 1.747 -0.172
C -0.306 -1.454 1.399
C -0.623 -0.268 0.319
C -0.039 1.123 0.563
C 1.113 1.626 -1.586
H 0.564 -1.989 1.023
H -1.229 -1.276 -1.351
H 2.190 1.599 -1.916
H 0.587 2.395 -2.148
H 0.318 -1.385 -1.109
H -1.868 -0.150 0.461
H -1.173 -2.973 2.042
H 0.769 0.739 -2.052
H -0.019 -1.074 2.400
H 1.110 2.676 0.178
*
```

E_tot ... -418.358190 a.u.
Energy relative to the best compared isomer or geometry (same formula, charge and spin) ... 64.5 kcal/mol
Gap between HOMO and LUMO ... 10.17 eV
Structure (SMILES) ... CNC(=O)[C@@H](N)CO
E_LUMO ... 0.81 eV
HOMO energy ... -9.4 eV

Entry 6:
A 2-piece molecular cluster, C5H12O2 overall at a distorted geometry, computed with ωB97M-V with the def2-TZVPD basis set.

ORCA input file:
```
! wB97M-V def2-TZVPD RIJCOSX def2/J DEFGRID3
* xyz 0 1
O 1.515 -0.940 1.884
O 1.846 -0.567 -0.331
C -0.574 -0.865 0.470
C 0.523 0.967 -2.238
C -1.507 -0.308 1.528
C 1.065 -0.313 0.741
C -0.468 1.405 -1.429
H -2.402 -0.926 1.626
H 1.891 -1.789 1.616
H -1.479 1.033 -1.484
H -0.283 2.172 -0.690
H 1.417 1.567 -2.369
H 1.414 -0.058 -1.207
H -0.359 -1.916 0.669
H -1.017 -0.899 -0.522
H 0.954 0.753 0.983
H -1.015 -0.299 2.500
H -1.813 0.711 1.291
H 0.293 0.271 -3.038
*
```

E_tot ... -348.096000 a.u.
Energy relative to the best compared isomer or geometry (same formula, charge and spin) ... 68.3 kcal/mol
Gap between HOMO and LUMO ... 9.50 eV
Structure (SMILES) ... CCC(O)O.C=C
E_LUMO ... 0.57 eV
HOMO energy ... -8.9 eV

Entry 7:
C12H22AsIrN4S4 as an isolated structure at a distorted geometry, computed with ωB97M-V with the def2-TZVPD basis set.

ORCA input file:
```
! wB97M-V def2-TZVPD RIJCOSX def2/J DEFGRID3
* xyz 0 5
Ir -0.823 -0.971 0.325
As -2.905 -3.314 0.432
S -1.231 -2.894 1.817
S -4.768 -3.312 1.441
S -2.842 -1.649 -1.014
S -2.531 -5.174 -0.510
N 0.663 -1.677 -1.166
N 0.710 0.529 1.667
N -0.903 1.302 -0.529
N -2.019 0.457 1.945
C -2.180 1.878 -0.109
C 1.935 -1.769 -0.761
C 0.447 -1.222 -2.408
C 0.306 2.055 -0.216
C 2.783 -0.828 -2.799
C -1.269 0.527 3.202
C -2.450 1.745 1.401
C 0.712 1.931 1.260
C 3.910 -0.383 -3.673
C 1.458 -0.784 -3.236
C 3.004 -1.356 -1.529
C 0.253 0.268 3.027
H -0.939 1.164 -1.535
H 2.099 -2.224 0.205
H 3.789 0.666 -3.943
H 1.635 0.131 1.552
H 0.808 0.861 3.772
H 0.439 -0.793 3.202
H -0.580 -1.249 -2.747
H 1.698 2.397 1.381
H -2.957 1.325 -0.639
H -1.422 1.500 3.687
H 1.116 1.629 -0.816
H 1.217 -0.442 -4.231
H -1.641 -0.235 3.889
H -1.932 2.547 1.930
H 0.021 2.485 1.892
H -3.524 1.895 1.554
H 3.927 -0.959 -4.598
H 4.866 -0.512 -3.172
H -2.831 -0.144 2.070
H 0.200 3.117 -0.482
H 4.009 -1.459 -1.149
H -2.258 2.941 -0.386
*
```

E_tot ... -4622.267378 a.u.
Energy relative to the best compared isomer or geometry (same formula, charge and spin) ... 23.8 kcal/mol
Gap between HOMO and LUMO (spin up / spin down) ... 5.95 / 4.85 eV
E_LUMO (spin up / spin down) ... -0.19 / -2.02 eV
HOMO energy (spin up / spin down) ... -6.1 / -6.9 eV